(1)
Here is 8 unconnected molecules or ions with the total composition C22H61N3O8 from the Open Molecules 2025 dataset. Energies are from ωB97M-V/def2-TZVPD.

Summary:
**Relative energy (zero: lowest compared OMol25 entry of this formula, charge and spin)**: 219.8 kJ/mol
**Calculated total energy**: -44646.9232 eV
**HOMO level**: -7.91 eV
**SMILES**: CC1(C)CCCC(C)(C)N1O.COC[C@H](C)N.COC[C@H](C)N.CO.CO.CO.CO.CO
**E_LUMO**: 0.45 eV
**Orbital gap**: 0.307 Ha

Element x y z (Å)
C -22.48 -8.38 -27.32
C -21.19 -8.43 -26.47
C -20.72 -6.99 -26.08
C -21.50 -9.21 -25.20
C -20.31 -9.76 -24.40
C -19.43 -10.57 -25.39
C -18.96 -9.94 -26.75
C -17.71 -9.04 -26.45
C -18.38 -11.10 -27.59
N -20.16 -9.17 -27.25
O -19.92 -8.69 -28.52
H -22.53 -7.45 -27.89
H -22.57 -9.15 -28.08
H -23.35 -8.38 -26.67
H -19.82 -7.04 -25.46
H -20.50 -6.34 -26.93
H -21.33 -6.36 -25.43
H -21.98 -8.67 -24.38
H -22.16 -10.04 -25.40
H -19.69 -8.92 -24.09
H -20.66 -10.24 -23.49
H -19.72 -11.60 -25.61
H -18.53 -10.81 -24.82
H -16.87 -9.56 -26.00
H -17.99 -8.26 -25.75
H -17.36 -8.66 -27.41
H -18.15 -10.64 -28.55
H -19.20 -11.80 -27.75
H -17.52 -11.49 -27.05
H -20.32 -9.39 -29.04
C -27.12 -4.20 -22.22
O -27.29 -5.02 -23.37
C -26.25 -6.03 -23.70
C -26.73 -6.52 -25.09
C -27.95 -7.48 -24.94
N -25.78 -7.38 -25.74
H -27.22 -4.70 -21.25
H -27.83 -3.37 -22.18
H -26.18 -3.65 -22.22
H -25.31 -5.49 -23.86
H -26.03 -6.83 -22.99
H -27.01 -5.64 -25.67
H -28.43 -7.87 -25.84
H -28.70 -7.14 -24.24
H -27.56 -8.43 -24.57
H -26.29 -7.86 -26.48
H -25.17 -6.75 -26.25
C -28.38 -13.91 -23.40
O -28.34 -12.58 -23.95
C -28.49 -12.56 -25.38
C -28.63 -11.15 -25.94
C -29.95 -10.64 -25.44
N -28.71 -11.29 -27.39
H -27.67 -14.62 -23.83
H -29.39 -14.31 -23.32
H -28.13 -13.63 -22.38
H -27.54 -13.00 -25.69
H -29.38 -13.17 -25.50
H -27.77 -10.55 -25.65
H -30.08 -9.59 -25.71
H -29.94 -10.54 -24.35
H -30.87 -11.19 -25.62
H -27.91 -11.80 -27.73
H -29.51 -11.89 -27.55
C -21.83 -13.03 -28.14
O -22.70 -14.16 -28.21
H -22.27 -12.17 -28.64
H -21.58 -12.79 -27.10
H -20.86 -13.27 -28.58
H -23.51 -13.98 -27.71
C -25.24 -12.42 -22.79
O -23.97 -12.48 -22.11
H -25.64 -13.43 -22.90
H -25.88 -11.76 -22.21
H -25.05 -11.93 -23.74
H -23.89 -13.27 -21.58
C -22.60 -14.45 -24.75
O -22.22 -13.09 -24.60
H -23.15 -14.65 -25.67
H -21.68 -15.02 -24.81
H -23.17 -14.86 -23.91
H -22.60 -12.65 -23.84
C -24.43 -10.96 -26.23
O -24.23 -12.38 -26.21
H -24.16 -10.47 -25.30
H -23.76 -10.50 -26.96
H -25.45 -10.62 -26.37
H -23.35 -12.60 -25.88
C -28.65 -8.06 -28.61
O -27.54 -8.83 -28.15
H -29.60 -8.19 -28.10
H -28.22 -7.11 -28.31
H -28.89 -8.18 -29.67
H -27.84 -9.65 -27.75

(2)
Here is 2 unconnected molecules or ions with the total composition C19H27ClN3O5PS from the Open Molecules 2025 dataset. Energies are from ωB97M-V/def2-TZVPD.

Summary:
**Calculated total energy**: -67481.5921 eV
**HOMO level**: -6.44 eV
**E_LUMO**: -1.77 eV
**Orbital gap**: 0.172 Ha

Element x y z (Å)
C -0.72 0.66 -4.12
C -0.83 0.82 -2.54
N 0.09 1.61 -1.73
P 1.46 2.46 -2.47
S 3.10 2.29 -1.45
C -0.31 1.55 -0.34
C 0.41 2.23 0.90
C 1.09 1.03 1.78
C 2.51 1.51 2.44
C 2.36 1.93 3.99
O 1.04 2.42 4.32
C -1.59 0.70 -0.18
C -2.48 0.34 1.09
C -2.25 -1.16 1.64
C -2.79 -1.31 3.16
Cl -3.28 -3.06 3.52
N -1.78 0.30 -1.60
C -2.87 -0.60 -2.07
C -2.22 -1.90 -2.73
O -2.49 -2.13 -3.95
C -1.28 -2.96 -2.01
C -0.38 -2.69 -0.78
C 0.53 -3.79 -0.12
C 0.56 -5.23 -0.72
C -0.32 -5.48 -1.99
C -1.23 -4.40 -2.63
H -0.32 1.62 -4.63
H -1.77 0.50 -4.56
H -0.06 -0.21 -4.45
H 1.14 3.86 -2.73
H 1.73 1.91 -3.78
H 1.29 2.89 0.57
H -0.29 2.77 1.62
H 0.39 0.64 2.60
H 1.36 0.12 1.12
H 2.95 2.38 1.84
H 3.29 0.66 2.40
H 2.67 1.01 4.61
H 3.10 2.80 4.17
H 0.78 3.13 3.69
H -3.59 0.42 0.81
H -2.25 1.08 1.94
H -1.13 -1.42 1.68
H -2.77 -1.96 0.99
H -3.66 -0.58 3.37
H -1.90 -1.10 3.86
H -3.41 -0.02 -2.91
H -3.67 -0.83 -1.28
H -0.34 -1.67 -0.30
H 1.16 -3.54 0.81
H 1.20 -6.01 -0.22
H -0.28 -6.53 -2.45
H -1.87 -4.60 -3.56
N 4.99 4.39 0.84
O 3.87 4.92 1.00
O 5.26 3.31 1.41
O 5.84 4.94 0.11

(3)
Here is a molecular structure, C25H32BaBrClN2OS from the Open Molecules 2025 dataset. Energies are from ωB97M-V/def2-TZVPD.

Summary:
**Calculated total energy**: -125548.9847 eV
**HOMO level**: -13.19 eV
**E_LUMO**: -7.57 eV
**Charge**: +2
**Orbital gap**: 0.206 Ha

Element x y z (Å)
C -5.25 -1.92 0.42
O -5.06 -2.72 -0.72
C -3.83 -2.54 -1.34
C -3.82 -1.42 -2.39
C -2.40 -1.30 -2.97
C -1.71 0.06 -2.67
C -0.33 -0.06 -2.06
C 0.11 0.61 -0.95
C -0.90 1.48 -0.21
C -2.09 0.65 0.34
C -3.41 1.43 0.32
Br -1.86 -0.10 2.15
C 1.48 0.50 -0.47
C 2.10 1.35 0.64
C 1.53 1.40 2.04
C 1.16 2.66 2.54
C 0.69 2.85 3.79
C 0.54 1.79 4.66
C 0.87 0.53 4.20
C 1.39 0.31 2.87
C 1.81 -1.10 2.35
C 2.36 -0.35 -1.10
C 3.82 -0.53 -0.78
C 4.66 0.69 -1.24
C 5.94 0.83 -0.42
Cl 5.74 2.15 0.81
C 1.89 -1.09 -2.22
N 2.62 -1.92 -2.96
S 1.70 -2.45 -4.15
N 0.34 -1.66 -3.81
C 0.57 -0.95 -2.72
H -5.96 -2.43 1.07
H -4.33 -1.78 1.00
H -5.68 -0.95 0.16
H -3.03 -2.31 -0.63
H -3.53 -3.45 -1.85
H -4.54 -1.66 -3.16
H -4.13 -0.50 -1.89
H -1.79 -2.13 -2.64
H -2.49 -1.41 -4.04
H -2.39 0.67 -2.10
H -1.57 0.58 -3.62
H -0.43 2.13 0.52
H -1.36 2.13 -0.94
H -2.20 -0.22 -0.29
H -3.21 2.50 0.41
H -4.04 1.14 1.14
H -3.92 1.21 -0.61
H 3.15 1.10 0.74
H 2.09 2.39 0.32
H 1.27 3.51 1.89
H 0.42 3.85 4.10
H 0.16 1.93 5.66
H 0.72 -0.26 4.96
H 2.78 -0.99 1.89
H 2.00 -1.71 3.25
H 1.09 -1.56 1.66
H 4.17 -1.38 -1.37
H 4.02 -0.78 0.25
H 4.05 1.57 -1.11
H 4.90 0.60 -2.29
H 6.15 -0.06 0.15
H 6.80 1.12 -1.00
Ba 0.19 -2.01 4.46

(4)
Here is 2 unconnected molecules or ions with the total composition C4H13NOS from the Open Molecules 2025 dataset. Energies are from ωB97M-V/def2-TZVPD.

Summary:
**Relative energy (zero: lowest compared OMol25 entry of this formula, charge and spin)**: 71.3 kJ/mol
**Calculated total energy**: -18731.2724 eV
**HOMO level**: -8.58 eV
**SMILES**: CN[C@@H](C)CS.O
**E_LUMO**: 0.92 eV
**Orbital gap**: 0.349 Ha

Element x y z (Å)
C -0.84 0.52 0.51
N -0.41 -0.79 0.05
C 0.98 -0.98 -0.31
C 1.85 -0.92 0.94
C 1.04 -2.33 -1.04
S 2.70 -2.91 -1.50
H -0.22 0.83 1.36
H -1.83 0.39 0.93
H -0.78 1.32 -0.22
H -1.12 -1.22 -0.53
H 1.28 -0.21 -1.03
H 2.86 -1.26 0.72
H 1.41 -1.53 1.72
H 1.94 0.11 1.29
H 0.40 -2.26 -1.91
H 0.68 -3.12 -0.40
H 2.91 -2.10 -2.54
O -4.19 5.25 0.37
H -4.65 5.02 1.18
H -4.01 6.19 0.40

(5)
Here is a gas-phase ion, C4H13N2 (charge +1) from the Open Molecules 2025 dataset. Energies are from ωB97M-V/def2-TZVPD.

Summary:
**Relative energy (zero: lowest compared OMol25 entry of this formula, charge and spin)**: 198.8 kJ/mol
**Calculated total energy**: -7331.4268 eV
**HOMO level**: -13.56 eV
**SMILES**: C[NH2+]CCCN
**E_LUMO**: -2.99 eV
**Charge**: +1
**Orbital gap**: 0.388 Ha

Element x y z (Å)
C 0.64 2.44 -0.20
N -0.27 1.26 -0.25
C 0.41 0.05 -0.92
C -0.45 -1.34 -0.81
C -0.01 -1.92 0.51
N -0.57 -1.07 1.69
H 1.69 2.16 -0.12
H 0.49 3.22 0.53
H 0.52 3.01 -1.20
H -1.16 1.47 -0.75
H -0.55 1.00 0.74
H 0.72 0.44 -1.91
H 1.29 -0.31 -0.41
H -0.26 -2.04 -1.67
H -1.48 -1.19 -1.01
H 1.01 -1.89 0.64
H -0.54 -2.86 0.68
H -1.45 -1.28 1.87
H -0.03 -1.14 2.59

Repeat the fifth record exactly.
Here is a gas-phase ion, C4H13N2 (charge +1) from the Open Molecules 2025 dataset. Energies are from ωB97M-V/def2-TZVPD.

Summary:
**Relative energy (zero: lowest compared OMol25 entry of this formula, charge and spin)**: 198.8 kJ/mol
**Calculated total energy**: -7331.4268 eV
**HOMO level**: -13.56 eV
**SMILES**: C[NH2+]CCCN
**E_LUMO**: -2.99 eV
**Charge**: +1
**Orbital gap**: 0.388 Ha

Element x y z (Å)
C 0.64 2.44 -0.20
N -0.27 1.26 -0.25
C 0.41 0.05 -0.92
C -0.45 -1.34 -0.81
C -0.01 -1.92 0.51
N -0.57 -1.07 1.69
H 1.69 2.16 -0.12
H 0.49 3.22 0.53
H 0.52 3.01 -1.20
H -1.16 1.47 -0.75
H -0.55 1.00 0.74
H 0.72 0.44 -1.91
H 1.29 -0.31 -0.41
H -0.26 -2.04 -1.67
H -1.48 -1.19 -1.01
H 1.01 -1.89 0.64
H -0.54 -2.86 0.68
H -1.45 -1.28 1.87
H -0.03 -1.14 2.59